{
  "formula": "C5H8NS2",
  "method": "wB97M-V/def2-TZVPD",
  "species": ["H", "C", "C", "C", "H", "H", "N", "S", "H", "C", "H", "H", "C", "H", "S", "H"],
  "positions_angstrom": [[2.621, -1.826, -0.626], [-3.636, 0.650, 0.420], [-1.203, 0.161, -0.129], [2.747, 1.180, -0.531], [1.820, -1.557, 0.827], [2.352, 2.171, -0.989], [1.956, 0.210, -0.415], [-1.947, -1.320, -0.076], [3.482, -0.694, 0.423], [-3.529, -0.692, 0.372], [-4.161, -1.526, 0.416], [-4.535, 1.146, 0.559], [2.567, -0.979, 0.076], [-0.122, 0.397, -0.281], [-2.166, 1.474, 0.290], [3.751, 1.204, -0.336]],
  "atomic_forces_ev_per_a": [[0.3, 0.8, -0.6], [1.0, -1.9, 0.2], [0.1, 1.1, 0.7], [-3.5, 2.7, -2.1], [1.9, 1.8, -0.9], [0.5, -1.6, 0.9], [-0.6, 0.3, -0.5], [-0.4, 0.9, 0.3], [2.6, -0.3, 1.6], [2.3, -0.2, -1.1], [-1.7, -0.4, 0.3], [-1.4, 1.1, 0.4], [-4.1, -3.2, 0.8], [-0.3, -0.7, -0.1], [0.6, 0.1, -0.7], [2.7, -0.4, 0.8]],
  "largest_force_ev_per_a": 5.2,
  "total_energy_ha": -1046.1128,
  "gap_ha": 0.3059,
  "relative_energy_kj_mol": 152.6,
  "total_charge": 1
}